Below is 2 unconnected molecules or ions with the total composition C21H36F4N4O4 in a non-equilibrium geometry, with properties calculated with the ωB97M-V functional and the def2-TZVPD basis.

Results
Charge = +1
E = -1740.83637 Eh
LUMO (alpha / beta) = -3.234 / -3.234 eV
Highest occupied orbital energy (alpha / beta) = -10.8404 / -11.5859 eV
Kohn-Sham gap (alpha / beta) = 7.61 / 8.35 eV
Spin multiplicity = 2
Energy relative to the best compared isomer or geometry (same formula, charge and spin) = 0.0 kJ/mol

Element x y z (Å)
C1 -1.8992 -0.3411 -3.9707
C2 -1.3266 -0.4598 -2.5711
N1 -2.2460 -1.0848 -1.6086
C3 -1.5967 -1.4090 -0.3586
C4 -0.4759 -2.4436 -0.4135
N2 0.2866 -2.4934 0.8587
C5 -0.2090 -2.6949 2.1319
C6 -1.6364 -2.9269 2.4952
O1 -2.2484 -3.8494 1.6059
O2 -1.9783 -5.1700 2.0677
C7 0.8707 -2.6833 2.9882
N3 1.9840 -2.4712 2.2138
C8 1.6125 -2.3845 0.9412
C9 2.6187 -2.2422 -0.1799
F1 3.7829 -1.9102 0.4107
F2 2.2682 -1.2602 -1.0217
C10 2.8046 -3.5693 -0.9945
F3 4.0108 -4.0822 -0.7427
F4 1.8650 -4.4593 -0.5817
C11 -3.1567 -2.0658 -2.1468
C12 -2.6687 -3.4293 -2.5335
O3 -4.2944 -1.7806 -2.2799
H1 -1.8501 -1.2763 -4.5188
H2 -1.3325 0.3961 -4.5279
H3 -2.9222 0.0133 -3.9309
H4 -0.3485 -0.9448 -2.6087
H5 -1.1587 0.5494 -2.2077
H6 -2.3541 -1.6788 0.3653
H7 -1.1425 -0.4793 -0.0103
H8 0.2517 -2.1782 -1.1652
H9 -0.8062 -3.4508 -0.6222
H10 -2.2276 -2.0196 2.4430
H11 -1.7050 -3.3219 3.5023
H12 -1.1321 -5.4051 1.6599
H13 0.8905 -2.8050 4.0512
H14 2.9268 -2.4178 2.5662
H15 2.6768 -3.3936 -2.0596
H16 -1.6922 -3.4061 -3.0072
H17 -2.5762 -4.0326 -1.6309
H18 -3.4040 -3.9154 -3.1568
C13 0.6039 2.6081 2.6666
C14 1.1994 2.2542 1.2825
C15 2.4381 3.1041 0.9917
C16 2.1176 4.5580 0.6524
C17 1.0883 4.6391 -0.4727
C18 -0.1837 3.8457 -0.1764
N4 0.1840 2.4439 0.2012
O4 0.4218 1.7182 -0.8365
C19 -0.9994 4.5302 0.9328
C20 -1.0728 3.8018 -1.4124
C21 1.6006 0.7853 1.3212
H19 -0.4804 2.5027 2.6709
H20 0.9922 1.9369 3.4318
H21 0.8482 3.6192 2.9859
H22 2.9841 2.6612 0.1524
H23 3.1018 3.0566 1.8577
H24 1.7606 5.0905 1.5375
H25 3.0333 5.0644 0.3454
H26 0.8148 5.6782 -0.6613
H27 1.5392 4.2610 -1.3955
H28 -1.8574 3.9190 1.2154
H29 -1.3768 5.4826 0.5638
H30 -0.4272 4.7495 1.8299
H31 -0.5457 3.4212 -2.2849
H32 -1.4118 4.8109 -1.6404
H33 -1.9519 3.1783 -1.2415
H34 0.7241 0.1447 1.4712
H35 2.2891 0.6317 2.1522
H36 2.1045 0.4802 0.4076

---

Below is a molecular structure, C26H28HfN5O3S, with properties calculated with the ωB97M-V functional and the def2-TZVPD basis.

Results
Charge = +1
E = -1953.13193 Eh
LUMO = -2.471 eV
Highest occupied orbital energy = -10.4475 eV
Kohn-Sham gap = 7.98 eV
Energy relative to the best compared isomer or geometry (same formula, charge and spin) = 0.0 kJ/mol

Element x y z (Å)
Hf1 -0.1882 -2.8051 -0.2981
C1 -2.3540 3.0569 0.0604
O1 -1.1042 2.4597 0.3867
C2 0.0205 3.1761 0.1262
C3 0.0353 4.4969 -0.3119
C4 1.2423 5.1494 -0.5161
C5 2.4484 4.5006 -0.2989
C6 2.4376 3.1765 0.1052
C7 1.2384 2.5101 0.3114
N1 1.2542 1.1552 0.7475
C8 0.8211 0.1165 -0.0009
N2 0.2573 0.4117 -1.1739
C9 -0.4090 -0.3382 -2.1816
C10 -0.5847 -1.7265 -2.2272
C11 -1.2437 -2.2407 -3.3540
C12 -1.7227 -1.4355 -4.3757
C13 -1.5473 -0.0612 -4.2961
C14 -0.8847 0.4830 -3.2151
O2 -0.7121 1.8490 -3.0914
C15 0.2586 2.4058 -3.9902
N3 0.9382 -1.1356 0.4400
C16 1.6483 -1.4374 1.6459
C17 0.9750 -2.1026 2.6610
C18 1.6383 -2.5849 3.7785
C19 3.0029 -2.3774 3.8832
C20 3.7021 -1.7145 2.8791
C21 3.0365 -1.2567 1.7493
O3 3.6349 -0.6306 0.7003
C22 5.0583 -0.6129 0.6698
H1 -3.1082 2.3123 0.3007
H2 -2.3989 3.2978 -1.0040
H3 -2.5288 3.9516 0.6605
H4 -0.8891 5.0285 -0.4770
H5 1.2338 6.1794 -0.8434
H6 3.3869 5.0133 -0.4515
H7 3.3626 2.6351 0.2598
H8 1.8967 0.9181 1.4866
H9 0.2030 1.4024 -1.3807
H10 -1.3903 -3.3126 -3.4346
H11 -2.2332 -1.8699 -5.2237
H12 -1.9198 0.5990 -5.0686
H13 -0.1878 2.5706 -4.9715
H14 1.1174 1.7389 -4.0821
H15 0.5704 3.3568 -3.5635
H16 -0.0992 -2.2505 2.5780
H17 1.0990 -3.1219 4.5442
H18 3.5434 -2.7400 4.7460
H19 4.7689 -1.5787 2.9742
H20 5.3284 -0.1779 -0.2880
H21 5.4573 -1.6263 0.7378
H22 5.4605 0.0011 1.4787
C23 -4.8612 -3.2383 2.7580
N4 -3.9014 -2.6564 1.8244
C24 -4.0076 -1.4291 1.2093
C25 -2.9027 -1.2833 0.4382
N5 -2.1163 -2.4126 0.5807
C26 -2.7617 -3.2166 1.4251
H23 -5.7995 -2.6993 2.6620
H24 -4.4916 -3.1497 3.7769
H25 -5.0236 -4.2818 2.5013
H26 -4.8595 -0.7941 1.3693
H27 -2.6212 -0.4755 -0.2147
H28 -2.4146 -4.1957 1.7158
S1 0.1906 -4.9827 0.1623

---

Below is a molecular structure, C30H26F3N5S7Sn, with properties calculated with the ωB97M-V functional and the def2-TZVPD basis.

Results
Charge = +2
E = -4733.33417 Eh
LUMO = -7.249 eV
Highest occupied orbital energy = -13.4708 eV
Kohn-Sham gap = 6.22 eV
Energy relative to the best compared isomer or geometry (same formula, charge and spin) = 3.8 kJ/mol

Element x y z (Å)
Sn1 1.1801 2.1120 -1.4310
S1 7.9172 6.5579 -2.4534
C1 6.5973 5.6906 -2.2321
S2 4.9754 6.3374 -2.4152
C2 4.0858 4.9211 -2.0230
C3 4.9338 3.7192 -1.6982
S3 4.3634 2.2475 -1.2975
S4 6.6272 3.9975 -1.7659
S5 2.4579 4.9549 -2.0236
S6 -0.8473 0.8942 -0.0241
C4 -0.4720 -0.6974 0.3936
N1 -1.3985 -1.5441 0.7791
C5 -1.0328 -2.9105 1.1881
C6 0.2452 -2.8441 1.9617
N2 1.2733 -2.2317 1.1042
C7 2.6251 -2.8398 1.1789
C8 2.5652 -4.3233 0.9274
C9 2.8917 -5.2268 1.9309
C10 2.8500 -6.5930 1.6798
C11 2.4733 -7.0555 0.4276
C12 2.1412 -6.1541 -0.5773
C13 2.1908 -4.7910 -0.3295
C14 0.9698 -1.2120 0.3355
S7 2.0776 -0.4957 -0.7220
C15 -2.8458 -1.2222 0.8077
C16 -3.6602 -2.3485 0.2296
C17 -3.5008 -2.6972 -1.1100
C18 -4.2591 -3.7194 -1.6581
C19 -5.1876 -4.3931 -0.8709
C20 -5.3509 -4.0457 0.4615
C21 -4.5848 -3.0263 1.0126
H1 -0.9191 -3.5429 0.3055
H2 -1.8409 -3.3177 1.7892
H3 0.5751 -3.8455 2.2224
H4 0.1369 -2.2576 2.8768
H5 3.0287 -2.6301 2.1715
H6 3.2510 -2.3525 0.4408
H7 3.1897 -4.8652 2.9094
H8 3.1151 -7.2926 2.4613
H9 2.4462 -8.1192 0.2299
H10 1.8585 -6.5142 -1.5580
H11 1.9503 -4.0886 -1.1228
H12 -2.9970 -0.3067 0.2460
H13 -3.1222 -1.0315 1.8468
H14 -2.7873 -2.1612 -1.7300
H15 -4.1369 -3.9829 -2.7008
H16 -5.7880 -5.1834 -1.3017
H17 -6.0767 -4.5657 1.0731
H18 -4.7177 -2.7546 2.0544
N3 2.3139 1.9490 1.6071
C22 2.4321 2.5569 2.7988
C23 1.9719 3.8465 2.6486
C24 1.6047 3.9385 1.3031
N4 1.8217 2.7824 0.6785
H19 2.6192 1.0271 1.3275
H20 2.8393 2.0488 3.6578
H21 1.9200 4.6138 3.4019
H22 1.2242 4.7886 0.7580
F1 -4.1400 7.3507 -1.3225
C25 -4.3753 6.1021 -1.7332
F2 -5.3298 5.5852 -0.9529
F3 -4.8357 6.1502 -2.9823
C26 -3.1125 5.2717 -1.6360
C27 -2.4639 4.8229 -2.7696
C28 -1.3190 4.0626 -2.6078
N5 -0.8212 3.7516 -1.4106
C29 -1.4585 4.1953 -0.3161
C30 -2.6064 4.9574 -0.3835
H23 -2.8361 5.0548 -3.7567
H24 -0.7785 3.6877 -3.4704
H25 -1.0384 3.9133 0.6416
H26 -3.0990 5.2943 0.5187

---

Below is a gas-phase ion, C6H12NO2 (charge +1) in a non-equilibrium geometry, with properties calculated with the ωB97M-V functional and the def2-TZVPD basis.

Results
Charge = +1
E = -440.67685 Eh
SMILES string = C=C1O[C@H](CO)C[N@H+]1C
LUMO = -2.981 eV
Highest occupied orbital energy = -14.2196 eV
Kohn-Sham gap = 11.24 eV
Energy relative to the best compared isomer or geometry (same formula, charge and spin) = 278.5 kJ/mol

Element x y z (Å)
C1 0.9575 0.7009 -0.8633
C2 1.5404 1.4674 -1.7089
C3 0.1772 0.0579 1.1474
C4 1.0187 -1.1076 0.7954
C5 -1.2021 1.6366 -0.2277
C6 0.0593 -2.2745 0.4109
N1 -0.3086 0.4879 -0.1447
O1 1.8144 -0.6605 -0.2316
O2 -0.7957 -1.9370 -0.7368
H1 2.4587 1.0779 -2.0491
H2 0.9694 2.3303 -1.7615
H3 -0.7591 -0.3297 1.7267
H4 0.6606 0.9307 1.6524
H5 1.5564 -1.3685 1.6859
H6 -0.6796 2.5359 0.0329
H7 -1.6248 1.7640 -1.2169
H8 -1.9436 1.3738 0.4839
H9 -0.5049 -2.8549 1.2288
H10 0.8026 -3.0382 -0.0016
H11 -0.7658 -0.3540 -0.6162
H12 -1.5806 -2.5622 -0.6570

---

- Among the records above, which one has the lowest E?
  C30H26F3N5S7Sn

---

What did the second record say?
Below is a molecular structure, C26H28HfN5O3S, with properties calculated with the ωB97M-V functional and the def2-TZVPD basis.

Results
Charge = +1
E = -1953.13193 Eh
LUMO = -2.471 eV
Highest occupied orbital energy = -10.4475 eV
Kohn-Sham gap = 7.98 eV
Energy relative to the best compared isomer or geometry (same formula, charge and spin) = 0.0 kJ/mol

Element x y z (Å)
Hf1 -0.1882 -2.8051 -0.2981
C1 -2.3540 3.0569 0.0604
O1 -1.1042 2.4597 0.3867
C2 0.0205 3.1761 0.1262
C3 0.0353 4.4969 -0.3119
C4 1.2423 5.1494 -0.5161
C5 2.4484 4.5006 -0.2989
C6 2.4376 3.1765 0.1052
C7 1.2384 2.5101 0.3114
N1 1.2542 1.1552 0.7475
C8 0.8211 0.1165 -0.0009
N2 0.2573 0.4117 -1.1739
C9 -0.4090 -0.3382 -2.1816
C10 -0.5847 -1.7265 -2.2272
C11 -1.2437 -2.2407 -3.3540
C12 -1.7227 -1.4355 -4.3757
C13 -1.5473 -0.0612 -4.2961
C14 -0.8847 0.4830 -3.2151
O2 -0.7121 1.8490 -3.0914
C15 0.2586 2.4058 -3.9902
N3 0.9382 -1.1356 0.4400
C16 1.6483 -1.4374 1.6459
C17 0.9750 -2.1026 2.6610
C18 1.6383 -2.5849 3.7785
C19 3.0029 -2.3774 3.8832
C20 3.7021 -1.7145 2.8791
C21 3.0365 -1.2567 1.7493
O3 3.6349 -0.6306 0.7003
C22 5.0583 -0.6129 0.6698
H1 -3.1082 2.3123 0.3007
H2 -2.3989 3.2978 -1.0040
H3 -2.5288 3.9516 0.6605
H4 -0.8891 5.0285 -0.4770
H5 1.2338 6.1794 -0.8434
H6 3.3869 5.0133 -0.4515
H7 3.3626 2.6351 0.2598
H8 1.8967 0.9181 1.4866
H9 0.2030 1.4024 -1.3807
H10 -1.3903 -3.3126 -3.4346
H11 -2.2332 -1.8699 -5.2237
H12 -1.9198 0.5990 -5.0686
H13 -0.1878 2.5706 -4.9715
H14 1.1174 1.7389 -4.0821
H15 0.5704 3.3568 -3.5635
H16 -0.0992 -2.2505 2.5780
H17 1.0990 -3.1219 4.5442
H18 3.5434 -2.7400 4.7460
H19 4.7689 -1.5787 2.9742
H20 5.3284 -0.1779 -0.2880
H21 5.4573 -1.6263 0.7378
H22 5.4605 0.0011 1.4787
C23 -4.8612 -3.2383 2.7580
N4 -3.9014 -2.6564 1.8244
C24 -4.0076 -1.4291 1.2093
C25 -2.9027 -1.2833 0.4382
N5 -2.1163 -2.4126 0.5807
C26 -2.7617 -3.2166 1.4251
H23 -5.7995 -2.6993 2.6620
H24 -4.4916 -3.1497 3.7769
H25 -5.0236 -4.2818 2.5013
H26 -4.8595 -0.7941 1.3693
H27 -2.6212 -0.4755 -0.2147
H28 -2.4146 -4.1957 1.7158
S1 0.1906 -4.9827 0.1623